This record from the Open Molecules 2025 dataset describes a single C4H9NS molecule in a non-equilibrium geometry. The level of theory is ωB97M-V with the def2-TZVPD basis set.

Properties
* relative energy (zero: lowest compared OMol25 entry of this formula, charge and spin): 52.51 kcal per mole
* charge: 0
* SMILES string: [H]/N=C(/C)CCS
* gap between HOMO and LUMO: 0.360 Ha
* HOMO: -9.028 eV
* electronic energy: -16617.1774 eV
* LUMO: 0.02845 Eh

CARTESIAN COORDINATES (ANGSTROEM)
H: -1.6648 0.7299 -1.1362
N: -1.8853 0.1677 -0.3314
C: -0.9095 -0.3414 0.2245
C: -1.1648 -1.2842 1.4745
C: 0.5826 -0.2642 0.0146
C: 0.7989 1.0594 -1.2617
S: 2.5435 1.4693 -1.5267
H: -2.2866 -1.5290 1.4913
H: -0.4575 -2.0479 1.3607
H: -1.0012 -0.4886 2.2702
H: 1.1906 0.0344 0.9536
H: 0.8860 -1.2426 -0.4053
H: 0.2796 1.7965 -0.7754
H: 0.3835 0.6904 -2.1868
H: 2.7050 1.2503 -0.1661

Forces on the atoms, in the same order (eV/Å):
0.2524 0.4855 -0.2923
-1.5581 0.5362 -1.0989
1.2731 -2.4199 3.1727
-2.6111 3.9485 -0.9817
0.6517 2.9137 -2.7900
1.4171 -4.5481 1.7120
-0.3814 -0.4375 1.7084
1.9076 -0.1318 0.0053
0.6971 -1.3785 0.7627
0.1871 -1.6523 -0.2335
-1.1311 -0.5876 -1.5724
0.2996 0.6315 0.2963
-1.2685 2.1047 0.5645
-0.3430 0.0906 -0.0795
0.6075 0.4451 -1.1736

Atom charges from the Mulliken analysis, given in e for atoms 1 to 4:
1. H 0.28
2. N -0.72
3. C 0.60
4. C -1.06

This record from the Open Molecules 2025 dataset describes 2 unconnected molecules or ions with the total composition C4H9NS in a non-equilibrium geometry. The level of theory is ωB97M-V with the def2-TZVPD basis set.

Properties
* relative energy (zero: lowest compared OMol25 entry of this formula, charge and spin): 71.16 kcal per mole
* charge: 0
* gap between HOMO and LUMO: 0.314 Ha
* HOMO: -7.950 eV
* electronic energy: -16616.3688 eV
* LUMO: 0.02199 Eh

CARTESIAN COORDINATES (ANGSTROEM)
C: 2.1313 -0.4924 0.3477
C: 2.3550 0.9585 0.4858
C: -2.6385 0.7640 -0.5816
C: 0.3947 -1.8244 -0.7896
N: 1.1183 -1.0194 -0.1570
S: -1.1147 -2.5392 -0.5164
H: 2.7685 -1.1069 0.9686
H: 1.4294 1.6262 0.2969
H: 2.5287 1.1297 1.5359
H: 3.2533 1.2765 0.0638
H: -1.6598 0.3522 -1.0200
H: -3.1897 0.1128 0.1284
H: -2.3800 1.6836 0.0023
H: -3.3030 1.0555 -1.3667
H: -1.6934 -1.9766 0.6019

Forces on the atoms, in the same order (eV/Å):
0.1255 0.2942 1.0995
-2.7377 1.1117 1.0343
1.5151 0.3636 0.9174
0.5640 0.4838 0.3317
-1.7330 -1.4528 -1.3930
0.0127 0.3193 0.2422
0.3007 -0.4063 -0.1407
1.6522 -1.1783 -0.3913
0.0906 0.0460 0.7061
1.2633 0.7586 -1.3332
-1.7020 0.2925 0.8237
0.6609 0.0014 -0.6353
-0.1517 -0.6428 -0.5298
-0.3502 0.1036 -0.5766
0.4895 -0.0947 -0.1549

Atom charges from the Mulliken analysis, given in e for atoms 1 to 4:
1. C -0.11
2. C -0.93
3. C -0.77
4. C 0.01

This record from the Open Molecules 2025 dataset describes a gas-phase ion, C4H9O2 (charge -1) in a non-equilibrium geometry. The level of theory is ωB97M-V with the def2-TZVPD basis set.

Properties
* relative energy (zero: lowest compared OMol25 entry of this formula, charge and spin): 37.97 kcal per mole
* charge: -1
* SMILES string: C[C@H]([O-])CCO
* gap between HOMO and LUMO: 0.275 Ha
* HOMO: -3.012 eV
* electronic energy: -8388.8453 eV
* LUMO: 0.16447 Eh

CARTESIAN COORDINATES (ANGSTROEM)
C: -0.0157 0.6556 -1.9352
C: 0.1806 -0.3003 -0.7505
O: -0.7199 -1.3018 -0.6967
C: 0.1389 0.5338 0.5953
C: 0.0971 -0.3784 1.8175
O: -0.8865 -1.4057 1.7982
H: 0.0809 0.1961 -2.9290
H: 0.7015 1.4798 -1.9957
H: -1.0214 1.0929 -1.8965
H: 1.2422 -0.6850 -0.8189
H: -0.8032 1.1021 0.5625
H: 0.9225 1.2957 0.7216
H: 1.1141 -0.7704 1.9858
H: -0.2245 0.1562 2.7314
H: -0.8067 -1.6705 0.8102

Forces on the atoms, in the same order (eV/Å):
-0.1631 0.3443 -0.6650
0.8098 0.2777 0.7798
-0.0891 -0.2966 -0.4226
-0.9792 -0.0350 -0.4646
-0.6376 0.0766 1.2084
0.9216 -0.1774 -0.8126
-0.1439 -0.4783 0.3286
0.1554 0.1578 0.4657
0.0377 -0.0685 0.0937
-0.1087 0.1252 -0.0759
-0.0377 -0.1005 -0.0044
0.2057 -0.2854 -0.1560
-0.0294 -0.1977 0.0443
0.7702 0.4826 -0.2547
-0.7115 0.1753 -0.0646

Atom charges from the Mulliken analysis, given in e for atoms 1 to 4:
1. C -1.43
2. C 0.63
3. O -0.92
4. C -0.79

This record from the Open Molecules 2025 dataset describes 2 unconnected molecules or ions with the total composition C4H9O2 in a non-equilibrium geometry. The level of theory is ωB97M-V with the def2-TZVPD basis set.

Properties
* relative energy (zero: lowest compared OMol25 entry of this formula, charge and spin): 4.56 kcal per mole
* charge: -1
* gap between HOMO and LUMO: 0.286 Ha
* HOMO: -3.826 eV
* electronic energy: -8390.2940 eV
* LUMO: 0.14555 Eh

CARTESIAN COORDINATES (ANGSTROEM)
C: 0.9542 -2.4707 0.2027
C: 1.9026 -1.3744 0.7332
O: 1.7296 -0.2496 0.2020
O: 2.7175 -1.6846 1.6320
H: 0.8416 -3.3452 0.8574
H: 1.2705 -2.8797 -0.7627
H: -0.0095 -1.9987 0.0057
C: -1.2149 1.4418 -1.0545
C: -1.1981 2.1069 0.3018
H: -2.1396 0.9026 -1.2486
H: -0.9359 2.0763 -1.8847
H: -0.4907 0.6233 -1.0613
H: -0.2986 2.7325 0.3930
H: -1.0710 1.3901 1.1213
H: -2.0576 2.7293 0.5627

Forces on the atoms, in the same order (eV/Å):
-0.3109 -0.4642 -0.1863
0.1989 0.1961 0.1957
-0.0014 -0.0186 -0.0665
-0.1510 -0.1443 -0.2005
0.0360 0.3536 0.1255
0.2926 0.2412 -0.0182
-0.1480 -0.1266 0.1257
0.1659 -1.2407 0.1608
0.7627 0.3889 0.7470
-0.4330 0.3652 -0.1909
-0.2713 0.3764 -0.1550
0.3658 0.2112 0.1683
-0.2349 -0.0148 -0.0745
-0.1691 -0.1288 -0.2988
-0.1022 0.0053 -0.3323

Atom charges from the Mulliken analysis, given in e for atoms 1 to 4:
1. C -0.74
2. C 0.51
3. O -0.69
4. O -0.74

This record from the Open Molecules 2025 dataset describes 2 unconnected molecules or ions with the total composition C4H9O2 in a non-equilibrium geometry. The level of theory is ωB97M-V with the def2-TZVPD basis set.

Properties
* relative energy (zero: lowest compared OMol25 entry of this formula, charge and spin): 9.08 kcal per mole
* charge: -1
* gap between HOMO and LUMO: 0.291 Ha
* HOMO: -3.920 eV
* electronic energy: -8390.0981 eV
* LUMO: 0.14743 Eh

CARTESIAN COORDINATES (ANGSTROEM)
C: 1.3800 -0.5501 -1.6206
C: -0.0781 -0.7643 -2.1516
O: -0.8094 0.2199 -1.9076
O: -0.3189 -1.8285 -2.7535
H: 1.4389 -1.1046 -0.6578
H: 1.6722 0.4641 -1.3467
H: 2.1443 -1.0143 -2.2645
C: -1.2791 0.3442 1.2464
C: 0.0045 0.7672 1.9604
H: -1.5407 -0.7198 1.2310
H: -2.1908 0.7758 1.7400
H: -1.2460 0.6675 0.1996
H: 0.3531 -0.0311 2.6246
H: -0.2952 1.7048 2.4617
H: 0.7652 1.0693 1.2386

Forces on the atoms, in the same order (eV/Å):
0.4562 -1.2586 0.7335
0.9239 0.8530 -0.1752
-0.7035 -0.0650 -0.0984
-0.0251 0.0516 0.2235
-0.0191 0.0723 -0.3970
-0.3352 0.1888 -0.4075
-0.2732 0.1847 0.0502
-1.3733 0.1087 -0.2393
-0.8687 0.4126 -0.1194
0.6766 -0.0399 -0.0412
0.7743 -0.0087 -0.3698
-0.2357 -0.1415 0.1636
0.1954 0.5605 0.1343
0.6830 -0.4924 0.4655
0.1244 -0.4261 0.0771

Atom charges from the Mulliken analysis, given in e for atoms 1 to 4:
1. C -0.81
2. C 0.55
3. O -0.72
4. O -0.72

This record from the Open Molecules 2025 dataset describes a gas-phase ion, C4H9O2 (charge -1) in a non-equilibrium geometry. The level of theory is ωB97M-V with the def2-TZVPD basis set.

Properties
* relative energy (zero: lowest compared OMol25 entry of this formula, charge and spin): 68.25 kcal per mole
* charge: -1
* SMILES string: [O-]CCCCO
* gap between HOMO and LUMO: 0.215 Ha
* HOMO: -2.105 eV
* electronic energy: -8387.5323 eV
* LUMO: 0.13722 Eh

CARTESIAN COORDINATES (ANGSTROEM)
O: -1.0373 1.0480 2.8193
C: -0.5578 0.1681 1.9528
C: 0.1181 0.6462 0.5855
C: -0.6164 0.3292 -0.7262
C: 0.1662 -0.7350 -1.4913
O: 1.4537 -0.2193 -1.9654
H: 0.3308 -0.3220 2.4278
H: -1.3634 -0.5330 1.6147
H: 0.4130 1.6961 0.6886
H: 1.0752 0.1136 0.5553
H: -1.5686 -0.1558 -0.4806
H: -0.7081 1.1462 -1.4424
H: -0.2436 -1.1575 -2.4087
H: 0.4267 -1.5343 -0.8009
H: 2.1116 -0.4905 -1.3285

Forces on the atoms, in the same order (eV/Å):
-0.3856 0.9427 -0.2260
0.4547 0.4729 0.1750
0.1459 0.3763 0.1402
0.5327 -0.8817 -0.3250
1.4996 0.1400 -0.0104
-0.4282 -0.0044 -0.1772
-0.2600 -0.9972 -0.0843
0.3363 -0.7176 -0.0156
-0.3490 0.0191 -0.0305
0.1156 -0.0217 -0.0653
-0.2851 0.4772 -0.1327
-0.4319 0.3174 0.3137
-0.6996 0.1210 0.1924
-0.3974 -0.4010 0.0361
0.1519 0.1570 0.2095

Atom charges from the Mulliken analysis, given in e for atoms 1 to 4:
1. O -0.87
2. C -0.29
3. C -0.47
4. C -0.31

This record from the Open Molecules 2025 dataset describes 2 unconnected molecules or ions with the total composition C4H9O2 in a non-equilibrium geometry. The level of theory is ωB97M-V with the def2-TZVPD basis set.

Properties
* relative energy (zero: lowest compared OMol25 entry of this formula, charge and spin): 40.11 kcal per mole
* charge: -1
* gap between HOMO and LUMO: 0.272 Ha
* HOMO: -3.603 eV
* electronic energy: -8388.7525 eV
* LUMO: 0.13946 Eh

CARTESIAN COORDINATES (ANGSTROEM)
C: -0.1189 0.5779 -1.9965
C: -0.3077 -0.9637 -2.5251
O: -0.0288 -0.8954 -3.7326
O: -0.4360 -1.8963 -1.7727
H: -0.7382 1.0463 -1.1920
H: -0.3341 1.3211 -2.7982
H: 0.9627 0.6053 -1.7957
C: -0.1978 -0.4155 2.5770
C: 0.4760 0.5328 1.4521
H: 0.1547 -1.4743 2.6140
H: -0.2211 0.0880 3.5855
H: -1.2992 -0.7410 2.2437
H: -0.0729 0.9707 0.6746
H: 1.1322 0.0648 0.6703
H: 1.0293 1.1794 1.9958

Forces on the atoms, in the same order (eV/Å):
-0.9490 0.5928 0.0294
1.2864 3.6919 -1.1330
-0.2741 -1.0657 -1.2432
-0.7535 -1.6022 1.7329
0.5706 -1.0008 0.1660
0.4122 -0.9083 -0.0196
-0.3358 0.3370 0.3007
-2.3514 -0.7524 -2.0949
-0.1716 -4.1100 -0.3615
0.7390 1.0974 0.2400
0.0218 -0.6898 -1.1281
1.9233 1.3856 0.8348
-2.0391 1.1237 -0.0180
0.0638 -0.6387 1.4312
1.8575 2.5394 1.2633

Atom charges from the Mulliken analysis, given in e for atoms 1 to 4:
1. C -0.87
2. C 0.50
3. O -0.69
4. O -0.65

This record from the Open Molecules 2025 dataset describes 2 unconnected molecules or ions with the total composition C4H9O2 in a non-equilibrium geometry. The level of theory is ωB97M-V with the def2-TZVPD basis set.

Properties
* relative energy (zero: lowest compared OMol25 entry of this formula, charge and spin): 21.27 kcal per mole
* charge: 0
* 2S+1: 2
* gap between HOMO and LUMO (spin up / spin down): 0.428 / 0.273 Ha
* HOMO (spin up / spin down): -10.835 / -10.732 eV
* electronic energy: -8385.9861 eV
* LUMO (spin up / spin down): 0.02961 / -0.12157 Eh

CARTESIAN COORDINATES (ANGSTROEM)
C: -2.2048 0.8451 1.6879
C: -1.2242 0.4276 0.5300
H: -2.6281 -0.0493 2.1067
H: -1.5873 1.4765 2.4443
H: -2.9254 1.6416 1.6131
H: -0.4184 -0.2645 0.8031
H: -1.6658 -0.1165 -0.3026
H: -0.7955 1.4200 0.0734
C: 1.7054 -1.3206 -1.4380
C: 2.3111 0.0117 -1.0017
O: 3.2082 -0.1683 -0.1073
O: 1.8038 1.0163 -1.4649
H: 1.5516 -1.3488 -2.5159
H: 0.6320 -1.3223 -1.1226
H: 2.2374 -2.2485 -1.3056

Forces on the atoms, in the same order (eV/Å):
2.8183 0.8013 0.9581
-0.1422 2.5739 -0.8758
-0.3013 -0.0599 0.6535
-0.4214 -1.8701 -0.6094
-0.8348 -0.2108 -1.5090
-0.0276 0.6055 0.6959
-0.6801 0.2319 -0.0575
-0.4032 -2.0810 0.7568
-1.2715 -0.8979 -0.8599
-2.0859 0.4781 -1.4320
0.5556 0.0486 0.3047
1.1073 -0.1058 0.7433
0.4650 0.8587 -0.2877
1.0980 -0.1921 0.5142
0.1238 -0.1805 1.0048

Atom charges from the Mulliken analysis, given in e for atoms 1 to 4:
1. C -0.99
2. C -0.66
3. H 0.28
4. H 0.24

This record from the Open Molecules 2025 dataset describes 3 unconnected molecules or ions with the total composition C4H9O2 in a non-equilibrium geometry. The level of theory is ωB97M-V with the def2-TZVPD basis set.

Properties
* relative energy (zero: lowest compared OMol25 entry of this formula, charge and spin): 38.53 kcal per mole
* charge: +1
* gap between HOMO and LUMO: 0.391 Ha
* HOMO: -15.782 eV
* electronic energy: -8379.2124 eV
* LUMO: -0.18930 Eh

CARTESIAN COORDINATES (ANGSTROEM)
C: -1.4776 0.0119 0.1335
C: -2.8595 0.1429 0.0785
C: 0.3145 2.2205 0.2301
C: 2.7269 -1.7556 -0.3360
O: -0.8620 1.8768 0.2309
O: -0.5200 -0.5912 0.0703
H: -3.1953 0.2476 -0.9773
H: -3.3391 -0.7901 0.4692
H: -3.3135 1.0568 0.6146
H: 1.1285 1.5829 0.5903
H: 0.3725 3.2658 0.2294
H: 3.5830 -1.6937 0.2819
H: 2.8095 -1.0724 -1.0673
H: 2.8551 -2.7019 -0.7455
H: 1.7771 -1.8003 0.1973

Forces on the atoms, in the same order (eV/Å):
2.6677 -0.3255 -0.0866
-3.8953 1.1587 0.4667
-1.6265 -0.7438 2.0943
-0.6818 -1.7204 2.4151
-0.1777 -0.4639 -0.7553
-0.4456 -0.1465 0.1659
0.4710 -0.0814 0.3964
0.5483 0.6197 -0.2089
1.1115 -1.4173 -0.6431
0.1519 -0.3616 -0.8031
1.1489 1.7672 -0.6305
0.6090 0.4991 1.1842
-0.1259 2.5738 -2.5396
-0.0007 -1.8145 -1.1453
0.2451 0.4564 0.0898

Atom charges from the Mulliken analysis, given in e for atoms 1 to 4:
1. C 0.88
2. C -0.91
3. C 0.01
4. C -1.11

This record from the Open Molecules 2025 dataset describes a single C4H9O3P molecule in a non-equilibrium geometry. The level of theory is ωB97M-V with the def2-TZVPD basis set.

Properties
* relative energy (zero: lowest compared OMol25 entry of this formula, charge and spin): 0.00 kcal per mole
* charge: 0
* SMILES string: CC(=O)CO[P@@H](C)=O
* gap between HOMO and LUMO: 0.390 Ha
* HOMO: -9.847 eV
* electronic energy: -19726.1614 eV
* LUMO: 0.02782 Eh

CARTESIAN COORDINATES (ANGSTROEM)
C: -1.5936 -0.6359 2.5566
C: -0.7189 -1.2879 1.5108
O: -0.4117 -2.4469 1.5634
C: -0.3759 -0.2798 0.4029
O: 0.7399 -0.5808 -0.4188
P: 1.5589 0.6645 -1.0856
C: 0.9398 0.8555 -2.7921
O: 1.5000 1.8780 -0.2704
H: -2.3475 -0.0047 2.0957
H: -0.9697 -0.0094 3.1912
H: -2.0637 -1.3990 3.1718
H: -1.2802 -0.2255 -0.2187
H: -0.2217 0.7071 0.8583
H: 2.7826 0.0282 -1.1834
H: 0.0228 1.4423 -2.7625
H: 1.6827 1.4033 -3.3639
H: 0.7562 -0.1088 -3.2553

Forces on the atoms, in the same order (eV/Å):
0.0136 -0.3036 0.1098
-0.1059 0.3854 -0.0405
0.3542 0.1048 -0.3643
-0.0259 0.1640 -0.0037
0.2637 0.0419 -0.2686
-1.0831 -0.9199 -0.1110
0.1756 -0.0501 0.7306
0.1557 0.6186 0.1208
-0.1115 0.1435 -0.0304
0.0519 0.1236 0.0405
-0.0176 -0.0048 -0.0359
-0.0262 0.0504 0.0696
-0.1373 -0.1979 0.0161
0.4138 -0.1033 -0.1530
-0.0317 -0.0159 0.0177
0.0990 0.0854 -0.0797
0.0117 -0.1220 -0.0179

Atom charges from the Mulliken analysis, given in e for atoms 1 to 4:
1. C -1.13
2. C 0.72
3. O -0.54
4. C -0.53